(1)
Formula: C27H45Cl2N2OPRu
Source: the OMol25 dataset
Level of theory: wB97M-V/def2-TZVPD

Computed properties:
- LUMO level (alpha / beta) (eV) = -0.5591 / -1.0652
- HOMO-LUMO gap (alpha / beta) (eV) = 5.6232 / 4.9406
- HOMO (alpha / beta) (eV) = -6.182 / -6.006
- spin multiplicity = 5
- ΔE to the lowest compared entry with this formula, charge and spin (kcal/mol) = 24.65

Structure (XYZ):
```
79
Properties=species:S:1:pos:R:3:forces:R:3:mulliken_spin:R:1
P -0.29681 0.97101 -1.13496 0.609 -2.737 3.878 -0.0165
C -1.95062 0.26456 -1.55795 0.658 1.203 0.209 0.0241
C -2.54080 1.08188 -2.71316 0.171 -1.218 -0.252 -0.0068
C -3.95075 0.60958 -3.01242 -0.579 0.092 0.259 0.0025
C -4.08585 -0.91852 -3.14796 0.024 -0.039 -0.107 -0.0003
C -3.38088 -1.72587 -2.04711 -0.124 0.209 0.411 0.0014
C -1.95116 -1.25492 -1.76991 0.125 0.353 -0.569 -0.0034
C 1.15646 0.18778 -1.95192 -0.676 0.939 0.180 0.0284
C 1.13830 0.51350 -3.43968 0.290 -0.597 0.159 -0.0014
C 2.46361 0.08471 -4.04806 0.461 0.010 -0.005 0.0018
C 2.84679 -1.37459 -3.72439 -0.263 -0.283 -0.056 0.0000
C 2.66107 -1.79290 -2.24889 0.263 0.675 0.211 0.0002
C 1.33658 -1.31394 -1.64928 -0.325 0.151 -0.014 0.0687
C -0.21385 2.78439 -0.95378 -0.100 -0.034 -0.754 0.0304
C -1.30893 3.29921 0.00777 -0.084 -0.023 -0.272 0.0005
C -1.29441 4.83783 0.09111 0.241 -0.064 -0.425 -0.0020
C 0.08537 5.42877 0.44289 -0.029 -0.033 -0.066 0.0002
C 1.25836 4.74868 -0.28665 -0.399 0.088 -0.624 -0.0014
C 1.14949 3.21927 -0.37160 -0.139 -0.109 0.068 0.0136
H -2.46098 0.46493 -0.58766 -0.202 -0.054 -0.672 0.0092
H -1.88167 0.93442 -3.59911 -0.370 0.069 0.375 0.0010
H -2.49858 2.13895 -2.46264 -0.185 0.150 -0.063 -0.0022
H -4.28992 1.08468 -3.93408 -0.267 0.001 0.017 0.0001
H -4.60740 0.95297 -2.19149 0.146 -0.070 -0.285 -0.0003
H -5.15325 -1.20011 -3.16403 0.362 0.159 -0.062 0.0001
H -3.67677 -1.20969 -4.12134 0.052 -0.056 0.006 0.0001
H -3.95283 -1.63310 -1.10408 0.130 -0.053 -0.320 0.0005
H -3.36079 -2.78747 -2.31284 -0.131 0.073 0.033 0.0000
H -1.53544 -1.75959 -0.88849 -0.067 0.152 -0.287 0.0070
H -1.29392 -1.51319 -2.62413 -0.434 0.135 0.253 0.0015
H 1.97252 0.73937 -1.43795 -0.107 -0.317 -0.387 -0.0009
H 3.25459 0.74590 -3.66009 -0.168 -0.041 -0.112 0.0001
H 0.93173 1.58623 -3.55952 0.220 -0.208 -0.237 0.0009
H 0.29519 -0.03489 -3.89818 0.256 0.148 0.031 0.0024
H 2.42124 0.21671 -5.12762 0.232 0.005 -0.171 -0.0002
H 3.89275 -1.56818 -4.01238 -0.328 0.127 -0.014 0.0001
H 2.22914 -2.02880 -4.35780 0.056 0.034 0.128 0.0000
H 2.72978 -2.87537 -2.14382 0.123 -0.061 -0.072 0.0005
H 3.48177 -1.35402 -1.64524 -0.277 -0.193 -0.237 0.0002
H 1.28239 -1.51033 -0.55960 0.153 0.260 -0.535 -0.0569
H 0.50116 -1.88159 -2.08785 0.390 0.156 0.028 0.0008
H -0.36156 3.07818 -2.01321 0.108 1.132 0.589 0.0022
H -2.29865 2.94508 -0.31456 0.127 0.183 0.092 0.0005
H -1.14538 2.85330 1.00145 0.078 0.045 -0.286 -0.0019
H -1.59346 5.24025 -0.88868 -0.026 -0.098 0.144 -0.0008
H -2.03628 5.18464 0.81614 0.030 -0.060 -0.063 -0.0001
H 0.24255 5.37791 1.52169 0.005 -0.149 0.096 -0.0001
H 0.08926 6.50139 0.18588 -0.006 -0.304 0.158 0.0001
H 2.20085 5.03257 0.18551 0.011 -0.013 -0.026 -0.0001
H 1.28395 5.14264 -1.32025 0.075 -0.125 0.301 -0.0006
H 1.96506 2.82172 -0.98116 0.060 0.130 0.044 -0.0019
H 1.26397 2.77109 0.63629 -0.167 0.092 -0.471 -0.0006
Ru -0.06771 -0.48477 2.80800 -1.330 0.426 -4.400 3.0424
Cl 2.13440 0.35182 2.03385 -0.261 -0.588 -0.299 0.0753
Cl -2.16222 0.66494 2.61802 0.410 -0.218 -0.001 0.2060
C -0.54778 -1.94141 1.59535 -0.735 -2.081 -0.253 0.3054
H -1.54988 -2.06211 1.07705 1.200 0.635 0.597 0.0118
C 0.23908 -3.18992 1.53024 -0.020 0.240 0.284 -0.0970
C 1.64601 -3.16716 1.70541 -0.179 -0.275 0.129 0.1227
C 2.38297 -4.34672 1.71097 -0.410 -0.485 -0.005 -0.0524
C 1.73426 -5.58878 1.60463 -0.481 0.170 -0.062 0.1367
C 0.32348 -5.64326 1.48987 0.848 0.756 0.158 -0.0665
C -0.41373 -4.46402 1.45184 0.792 0.558 0.002 0.1184
H 2.13650 -2.21511 1.90793 -0.053 -0.215 -0.359 -0.0044
H 3.46581 -4.32427 1.82918 -0.244 0.079 -0.008 -0.0028
H -0.17464 -6.59999 1.45567 -0.071 -0.074 -0.022 -0.0029
H -1.49316 -4.48514 1.44274 -0.134 -0.056 -0.211 0.0024
H 2.30708 -6.51968 1.64449 -0.177 0.365 -0.061 0.0096
C 0.09653 -1.08600 7.08481 0.970 -0.363 -0.854 -0.0008
N 0.85930 0.08285 6.62236 0.926 1.070 -0.156 0.0169
C 0.88029 0.41067 5.31681 -1.152 -0.840 0.379 0.0145
N 1.65884 1.33097 4.70119 -0.094 -0.037 1.987 0.0060
O -0.01188 -0.26050 4.69747 1.429 0.886 1.103 0.0592
H -0.46546 -1.51220 6.24263 0.281 0.338 0.543 0.0019
H -0.56180 -0.81964 7.85743 -0.933 0.429 1.033 -0.0003
H 0.78729 -1.84703 7.44994 0.034 0.047 0.032 0.0007
H 1.46645 0.62153 7.22288 -0.113 -0.466 0.287 -0.0025
H 2.05189 1.10887 3.76754 -0.483 0.063 -0.034 -0.0012
H 2.26513 1.87906 5.29849 -0.026 -0.197 -0.032 0.0001
```
Positions in Å, forces in eV/Å.


(2)
Formula: C27H46BrCaNP2S
Source: the OMol25 dataset
Level of theory: wB97M-V/def2-TZVPD

Computed properties:
- LUMO level (eV) = -7.5886
- HOMO-LUMO gap (eV) = 3.5761
- HOMO (eV) = -11.165
- ΔE to the lowest compared entry with this formula, charge and spin (kcal/mol) = 0.00
- total charge = +2

Structure (XYZ):
```
79
Properties=species:S:1:pos:R:3:forces:R:3:lowdin_charge:R:1
N -6.48355 5.00795 -4.27136 -0.212 0.308 -0.027 0.0921
C -6.25096 5.66182 -3.13567 0.264 -0.222 0.297 -0.1008
C -5.20736 5.32532 -2.26483 0.292 -0.267 -0.217 0.0102
C -4.32839 4.26080 -2.60634 -0.914 1.037 -1.166 -0.2022
C -4.64762 3.54785 -3.81134 0.102 0.556 0.456 0.0105
C -5.71408 3.98108 -4.60374 0.484 -0.255 0.360 -0.1079
C -3.19374 3.87413 -1.78880 0.085 -1.109 -0.371 -0.0592
Ca -0.46104 3.75804 -0.94284 1.839 -0.349 1.539 1.3274
P 5.46674 -0.59401 0.44330 1.995 -0.626 0.046 0.9268
C -2.29350 2.94112 -2.29483 -1.468 0.453 -0.353 -0.2437
C -1.86002 1.75753 -1.56371 1.576 0.208 0.488 -0.3584
C -0.67813 1.11335 -2.03669 -0.735 -0.068 0.136 -0.1066
C -0.12633 0.07264 -1.31118 -0.177 -0.237 0.030 -0.1662
C -0.82277 -0.46509 -0.20222 -1.041 0.274 -0.837 -0.3008
C -1.87204 0.29269 0.36766 0.356 -0.014 -0.226 -0.1043
C -2.35578 1.43098 -0.28042 -0.171 -0.077 -0.194 -0.0314
Br 1.12185 2.03178 0.65209 -0.240 1.387 -0.623 -0.0056
H -3.17054 4.20086 -0.72060 -0.442 -0.593 -0.528 0.1304
H -2.05625 2.97163 -3.36747 -0.605 -0.307 0.268 0.1318
H -5.09704 5.89132 -1.33908 0.135 -0.140 -0.234 0.1191
H -4.10263 2.66793 -4.14628 -0.012 0.199 0.253 0.1108
H -6.92391 6.49358 -2.90394 0.254 -0.327 -0.052 0.1261
H -5.94766 3.46622 -5.54110 0.046 0.174 0.358 0.1254
H -0.27810 1.36628 -3.02741 0.051 0.102 0.486 0.1410
H -3.22377 1.97273 0.12909 0.530 -0.325 -0.165 0.1377
H 0.85639 -0.30653 -1.60387 -0.562 -0.234 -0.141 0.1180
H -2.29982 0.01383 1.33408 -0.013 -0.127 -0.502 0.0802
P -0.91429 -2.27085 -0.05865 0.076 1.105 1.129 1.0146
C 4.81968 1.08037 0.73016 -0.291 -0.052 -0.104 -0.4687
C 5.92246 2.10780 0.42541 -0.300 0.175 0.173 -0.1790
H 4.51241 1.12456 1.78734 0.038 0.116 -0.299 0.0739
H 3.92848 1.22196 0.10043 0.112 0.267 0.305 0.0093
H 5.61384 3.08518 0.81128 0.167 -0.012 -0.158 0.0638
H 6.87372 1.82668 0.90027 -0.344 0.071 -0.149 0.0642
H 6.09348 2.19774 -0.65424 0.023 -0.038 0.212 0.0665
C 4.76966 -1.18909 -1.14597 -0.189 0.224 0.153 -0.4554
C 5.62787 -2.30894 -1.76194 -0.219 0.085 -0.126 -0.1729
H 4.74084 -0.30842 -1.81006 -0.104 -0.338 0.109 0.0744
H 3.74218 -1.52856 -0.93120 -0.005 0.045 -0.434 0.0439
H 5.31500 -2.47054 -2.79971 0.102 -0.128 0.138 0.0632
H 6.69621 -2.04498 -1.76667 -0.401 -0.039 0.072 0.0693
H 5.50755 -3.25803 -1.22045 0.094 0.272 -0.088 0.0660
C 4.66973 -1.67607 1.68912 -0.284 0.122 -0.116 -0.4542
C 5.55192 -1.93272 2.91448 -0.199 -0.125 0.083 -0.1720
H 4.43350 -2.62501 1.18202 -0.016 0.195 0.184 0.0687
H 3.73474 -1.17949 1.97887 -0.145 -0.308 0.113 0.0598
H 5.01082 -2.58919 3.60204 0.161 0.043 0.071 0.0648
H 6.49420 -2.42269 2.64409 -0.207 0.159 -0.020 0.0709
H 5.79059 -1.01006 3.45638 -0.028 -0.121 -0.175 0.0684
C -0.68236 -2.68295 1.67682 0.135 0.129 -0.088 -0.3095
C -1.20996 -4.06669 2.04710 0.181 -0.267 0.197 -0.1077
H -1.15929 -1.88614 2.26721 0.203 -0.136 -0.123 0.0788
H 0.39715 -2.59362 1.85756 -0.155 0.057 -0.023 0.1098
H -2.22381 -4.00496 2.44052 0.028 -0.099 -0.089 0.0789
H -1.20275 -4.76961 1.20413 0.033 0.076 0.211 0.0798
H -0.56592 -4.47456 2.82947 -0.221 -0.111 -0.096 0.0908
C 0.38526 -2.92719 -1.09119 0.430 -0.557 -0.400 -0.3115
C 0.05159 -3.13382 -2.58373 -0.049 -0.089 -0.144 -0.1030
H 0.70897 -3.87132 -0.62051 -0.134 0.212 -0.214 0.1142
H 1.23936 -2.23949 -1.00497 -0.173 -0.203 0.222 0.0807
H -0.79886 -3.82060 -2.72879 0.367 0.267 0.053 0.0815
H -0.17225 -2.18509 -3.10150 0.036 -0.363 0.290 0.0746
H 0.93373 -3.57223 -3.07522 -0.372 0.123 0.159 0.0937
C -2.58635 -2.74554 -0.58060 -0.025 -0.138 -0.527 -0.2933
C -3.73938 -2.42251 0.39089 -0.217 0.224 0.139 -0.1066
H -2.55532 -3.82361 -0.80671 0.088 0.298 0.054 0.1050
H -2.76500 -2.22159 -1.53232 0.172 -0.311 0.112 0.1052
H -4.31837 -1.56005 0.02627 0.278 -0.268 0.197 0.0832
H -4.43825 -3.26815 0.45046 0.306 0.238 0.001 0.0953
H -3.39499 -2.19570 1.40801 -0.149 -0.114 -0.216 0.0587
C -2.26962 0.69069 4.20666 -0.335 0.303 0.111 -0.4168
S -0.70454 1.13995 3.44959 0.026 -0.421 -0.328 0.6552
C 0.31031 1.07481 4.92781 0.252 0.197 0.262 -0.4000
H -2.92297 0.24780 3.44639 0.029 0.036 0.181 0.0115
H -2.74795 1.59894 4.58652 -0.092 -0.343 0.128 0.0410
H -2.10776 -0.02643 5.01824 -0.153 0.118 -0.202 0.0435
H 0.15710 1.98789 5.51462 0.158 -0.307 -0.011 0.0474
H 0.03775 0.19228 5.51715 0.140 0.208 -0.102 0.0409
H 1.35990 0.99399 4.62462 -0.243 0.103 0.089 0.0388
```
Positions in Å, forces in eV/Å.